Molecular formula: C8H19O2P
Method: DFT, wB97M-V/def2-TZVPD

Summary:
Relative energy (zero: lowest compared OMol25 entry of this formula, charge and spin) ... 51.0 kcal per mole
Spin multiplicity ... 1
Structure (SMILES) ... CC[C@](C)(O)P(C)O.C=CC
Molecular weight ... 178.21 g mol⁻¹

The geometry in XYZ format:
```
30
Properties=species:S:1:pos:R:3:forces:R:3
C 2.859488 2.451352 -0.744326 1.439 0.351 1.085
C 1.863557 1.388488 -0.888435 -2.203 -2.407 -0.824
C 0.934440 1.089237 0.322778 -1.382 0.325 -0.674
C 0.519511 2.305996 1.127569 -2.485 -2.730 1.859
O 1.443183 0.116762 1.222698 1.915 0.406 1.386
P -0.649378 0.029073 -0.117594 -0.689 4.111 1.562
C -1.608564 1.321726 -1.106704 -1.920 -1.983 3.301
O -0.087949 -0.673301 -1.387664 2.586 -3.254 -2.441
H 2.479373 3.473847 -0.977673 0.291 -0.688 0.849
H 3.288952 2.243345 0.285741 -0.086 1.276 -1.005
H 3.657985 2.249912 -1.454336 0.228 0.209 -0.035
H 2.335362 0.402732 -1.128304 -0.087 0.767 0.214
H 1.223651 1.574936 -1.772445 0.085 -0.057 0.354
H 1.284428 2.734493 1.692481 1.718 0.840 0.664
H -0.062822 3.069490 0.674929 -0.368 0.546 -0.815
H -0.153383 1.816343 1.962857 0.852 1.152 -1.374
H 1.926848 0.559314 1.968439 -0.487 -0.634 -1.038
H -2.344247 0.794905 -1.685119 -0.278 -0.305 -0.504
H -2.189907 1.954706 -0.417696 0.217 -0.172 -0.047
H -1.038295 1.922784 -1.678121 2.139 1.864 -2.124
H 0.635820 -1.312624 -1.126658 -1.239 0.746 -0.611
C -1.202196 -4.446816 0.184984 0.895 -2.941 0.334
C -1.709060 -3.269787 0.065469 -3.316 1.560 -1.724
C -2.433689 -2.597446 1.181910 1.790 0.180 0.630
H -0.965297 -5.022311 -0.681553 0.551 -0.170 -0.603
H -1.168575 -5.060940 1.097500 0.118 0.772 -0.066
H -2.005017 -2.931634 -0.977821 1.018 -0.062 1.198
H -1.951323 -1.621505 1.262503 -0.106 -0.077 0.770
H -2.215934 -3.251198 2.065439 -0.805 0.983 -0.314
H -3.464842 -2.340689 0.979527 -0.393 -0.607 -0.006
```
Positions in Å, forces in eV/Å.

Molecular formula: C8H19O7P2PdS3
Method: DFT, wB97M-V/def2-TZVPD

Summary:
DFT total energy ... -77476.13642 eV
Spin multiplicity ... 1
Charge ... +3
Molecular weight ... 491.80 g mol⁻¹

The geometry in XYZ format:
```
40
Properties=species:S:1:pos:R:3:forces:R:3
Pd -0.227694 0.252677 0.009169 -0.122 0.052 0.152
C -1.384520 -2.449103 1.201837 0.001 -0.002 0.001
C -2.552580 -1.515450 1.455537 0.000 -0.008 -0.004
S -1.993710 0.227045 1.483691 -0.036 -0.041 -0.008
C -3.214898 1.103546 0.453874 0.004 0.004 0.010
C -3.286875 0.587211 -0.969309 0.003 0.003 -0.010
S -1.627948 0.612700 -1.751128 -0.009 0.072 0.075
C -1.497573 -0.994998 -2.595963 -0.003 0.009 -0.005
C -1.619347 -2.179721 -1.659281 -0.006 0.004 0.001
S -0.419019 -2.030989 -0.283975 0.021 0.033 -0.033
H -0.649237 -2.419970 2.008184 0.004 -0.005 -0.004
H -1.717905 -3.484308 1.093358 -0.001 0.000 -0.001
H -3.351222 -1.625066 0.724647 0.003 0.002 0.000
H -2.976311 -1.708928 2.443678 0.002 0.003 0.001
H -4.183460 1.027944 0.955342 0.001 -0.005 0.001
H -2.898767 2.147997 0.506019 -0.009 0.003 -0.004
H -3.697183 -0.417855 -1.038848 -0.004 -0.001 0.001
H -3.908492 1.246591 -1.580181 0.002 0.001 0.001
H -2.268855 -1.009264 -3.371439 0.002 -0.004 -0.001
H -0.527505 -0.949190 -3.096529 0.002 -0.003 0.004
H -2.620893 -2.297117 -1.250133 0.004 -0.003 -0.001
H -1.363691 -3.101170 -2.187090 0.004 -0.002 0.002
C 2.873669 2.761979 1.874596 0.023 -0.022 0.022
C 2.898868 1.713197 0.761536 -0.079 -0.006 -0.093
O 4.170134 1.729275 0.179478 0.016 -0.005 0.002
P 2.529211 0.037046 1.421626 0.081 -0.075 -0.325
O 3.404765 -0.312705 2.643694 -0.109 -0.022 0.155
O 2.967143 -0.995344 0.323394 0.162 0.073 0.214
O 1.017581 -0.082472 1.641818 -0.012 -0.146 -0.201
P 1.564638 2.061962 -0.462340 0.040 0.092 0.117
O 2.081995 3.281642 -1.234927 -0.028 0.003 -0.012
O 1.304277 0.758857 -1.282225 0.006 -0.121 0.067
O 0.174619 2.231831 0.229753 0.053 0.045 -0.029
H 3.666284 2.540069 2.588928 0.013 0.007 -0.014
H 1.911940 2.795834 2.387039 0.003 0.001 -0.005
H 3.088475 3.738179 1.441053 -0.010 0.010 0.009
H 4.248427 1.156526 -0.597362 -0.004 0.000 0.008
H 3.198805 -0.098523 3.566469 -0.001 0.100 -0.015
H 3.791657 -1.487745 0.478127 -0.026 -0.023 -0.040
H 1.557567 3.814639 -1.854073 0.012 -0.025 -0.037
```
Positions in Å, forces in eV/Å.

Molecular formula: C8H20AlB2O4
Method: DFT, wB97M-V/def2-TZVPD

Summary:
Relative energy (zero: lowest compared OMol25 entry of this formula, charge and spin) ... 168.8 kcal per mole
Spin multiplicity ... 1
Charge ... +1
Molecular weight ... 228.85 g mol⁻¹

The geometry in XYZ format:
```
35
Properties=species:S:1:pos:R:3:forces:R:3
Al 1.000166 3.942891 -0.184837 -0.191 -0.140 0.032
B -1.965354 5.880261 2.018233 1.930 -3.852 -3.074
H -1.100114 6.523701 1.978373 2.971 4.448 0.453
H -1.651304 4.974501 2.513423 0.494 -3.482 2.615
H -2.696404 6.357731 2.652123 -2.966 3.230 3.608
H -2.463394 5.569121 1.113033 -1.900 -0.529 -3.332
B 1.226716 4.854581 4.510743 -0.004 0.714 -0.646
H 1.312316 4.189061 3.665753 -1.790 -2.222 -4.318
H 1.227956 5.840841 4.073113 1.993 4.016 -2.537
H 0.370736 4.491311 5.058083 -2.939 -3.707 2.620
H 2.022986 4.714331 5.225243 2.414 1.286 4.512
O 2.460346 -0.459699 1.016413 0.445 -0.363 0.229
C 2.454006 -1.669769 1.089473 -1.396 1.704 -0.607
O 3.031456 -2.448129 0.201033 0.063 -0.929 -0.264
C 2.764756 -3.853309 0.558433 2.041 0.302 -0.496
C 2.207896 -3.845889 1.957963 0.153 -0.934 -0.705
C 1.583596 -2.488659 1.981273 0.014 -0.053 1.571
H 3.790876 -4.211609 0.640803 -0.285 -0.791 -0.730
H 2.176346 -4.340049 -0.219357 0.071 0.215 0.035
H 3.084646 -3.989299 2.589503 -0.441 0.284 0.564
H 1.533266 -4.696069 2.058813 -0.059 0.191 0.374
H 1.555566 -2.071599 2.987943 -0.468 0.188 -0.213
H 0.606976 -2.548169 1.500883 -0.188 0.329 0.229
O -0.983914 0.518231 -3.078357 -0.663 -3.902 -3.001
C -1.347144 -0.546209 -3.660057 1.991 3.414 1.005
O -0.894384 -1.052749 -4.911917 -0.238 3.915 2.679
C -1.692024 -2.113449 -5.294797 -0.058 -2.241 -0.544
C -2.745254 -2.348939 -4.249597 -0.518 -1.687 1.865
C -2.301904 -1.504979 -3.077937 -1.218 0.228 0.085
H -0.972384 -2.929179 -5.225707 -0.381 -0.577 -0.703
H -2.107074 -2.031029 -6.299317 0.332 0.345 -0.015
H -2.662344 -3.353989 -3.835947 -0.053 -0.410 -0.676
H -3.819234 -2.266549 -4.416627 0.279 0.582 -0.808
H -1.830094 -2.075879 -2.278217 0.177 0.087 -0.063
H -3.178284 -1.011349 -2.657967 0.391 0.339 0.256
```
Positions in Å, forces in eV/Å.

Molecular formula: C8H20BClLiO6
Method: DFT, wB97M-V/def2-TZVPD

Summary:
DFT total energy ... -34295.61798 eV
Spin multiplicity ... 2
Expectation value of S² ... 0.7536
Molecular weight ... 265.45 g mol⁻¹

The geometry in XYZ format:
```
37
Properties=species:S:1:pos:R:3:forces:R:3
Li 1.787580 6.557933 11.653765 -0.165 0.006 -0.659
B 2.129277 5.480286 13.770496 2.773 0.780 -0.498
H 2.651731 5.995025 14.561904 2.030 3.432 2.032
H 1.178049 5.985770 13.708114 -5.161 1.204 1.401
H 2.623583 5.404465 12.814381 2.895 -0.838 -2.809
H 1.987791 4.454947 14.075293 -2.651 -4.876 0.108
Cl 0.557328 4.402842 9.652673 2.278 1.011 0.867
O -0.366264 5.035658 10.558366 0.063 0.650 1.302
O 1.709302 5.303134 9.384815 -0.544 0.079 1.229
O 1.056924 3.193361 10.226698 -0.117 -0.183 0.093
O -0.107416 4.226805 8.454610 -1.393 -1.052 -2.770
C 3.442615 10.122515 11.345426 -0.307 1.722 1.342
C 4.483128 9.406120 10.507120 -1.358 -0.788 0.070
C 4.353671 7.982688 11.040355 0.061 -1.453 -0.782
O 3.245427 7.876958 11.982595 0.236 1.246 0.133
C 3.072660 9.225965 12.543471 1.382 0.121 -0.953
H 2.551068 10.456502 10.814689 0.024 -0.463 -0.364
H 3.886957 11.059256 11.681842 -0.150 0.123 0.379
H 5.518558 9.724176 10.628880 -0.327 0.392 -0.165
H 4.086837 9.518316 9.497931 0.823 -0.324 -0.273
H 5.317357 7.642285 11.419206 -0.167 0.142 0.947
H 4.157648 7.226821 10.279867 -0.330 0.156 -0.243
H 3.825500 9.413437 13.309105 0.165 -0.457 0.211
H 2.114821 9.428556 13.022639 -0.222 -0.571 -0.533
C -1.513055 9.370474 12.035569 0.338 0.959 -0.396
C -0.639193 9.645670 10.787908 -0.609 0.026 0.024
C 0.000514 8.304713 10.568738 -0.753 -0.334 -2.206
O 0.230694 7.731169 11.830290 0.021 -0.347 0.434
C -0.751913 8.250250 12.741726 0.574 1.144 1.596
H -2.550998 9.127156 11.808476 0.214 -0.477 -0.391
H -1.617642 10.313111 12.572780 0.307 -0.234 0.592
H 0.139417 10.398909 10.908288 -0.015 0.070 0.656
H -1.220812 10.026399 9.948344 -0.092 -0.408 -0.114
H 0.865547 8.398324 9.912197 0.714 -0.209 0.649
H -0.624364 7.607359 10.010774 -0.446 0.074 -0.041
H -0.123197 8.603368 13.559104 -0.056 0.643 0.158
H -1.409067 7.586855 13.304003 -0.037 -0.970 -1.025
```
Positions in Å, forces in eV/Å.

Molecular formula: C8H20BF4N3O8P
Method: DFT, wB97M-V/def2-TZVPD

Summary:
DFT total energy ... -50302.92208 eV
Spin multiplicity ... 1
Charge ... +1
Molecular weight ... 404.04 g mol⁻¹

The geometry in XYZ format:
```
45
Properties=species:S:1:pos:R:3:forces:R:3
O -2.430001 0.697951 -0.818937 -0.904 -0.443 0.252
P -1.583705 -0.265097 -1.491259 1.065 1.146 0.368
O -1.033975 0.056399 -2.913324 -0.080 -0.163 0.076
O -0.391348 -0.811084 -0.636335 -0.215 -0.561 -0.219
N -2.596100 -1.782596 -1.636022 0.461 -0.019 -0.288
O -2.990628 -2.083337 -0.316917 -0.213 0.184 -0.024
B -1.764718 -3.064495 -2.172606 0.085 -0.142 -0.061
O -0.992846 -2.798144 -3.242726 -0.518 -0.017 -0.005
O -1.896133 -4.156161 -1.433772 -0.695 0.239 -0.084
C -3.807327 -1.645094 -2.556000 -0.138 -0.328 0.120
F -3.971544 -2.866721 -3.100531 -0.033 -0.033 -0.026
F -3.491990 -0.807011 -3.528908 0.060 0.107 0.070
C -5.111090 -1.209263 -1.829397 -0.048 0.139 -0.102
F -5.667330 -2.292981 -1.264962 0.093 0.218 -0.072
F -5.924540 -0.725792 -2.786778 0.104 -0.179 0.193
H -0.650446 0.957072 -2.916536 -0.026 0.057 -0.045
H 0.366917 -1.108270 -1.161325 0.149 0.121 0.113
H -3.195023 -1.223136 0.105043 0.062 0.016 -0.017
H -1.346198 -2.981620 -4.121357 0.304 0.059 -0.148
H -2.097586 -4.969745 -1.912631 0.519 -0.247 0.156
H -4.920568 -0.429227 -1.087315 -0.052 -0.017 -0.026
C -0.574568 2.648012 0.289799 -0.084 0.065 -0.009
O 0.147308 2.282169 -0.638817 -0.057 -0.256 -0.106
N -0.143710 3.096181 1.469053 0.147 -0.005 -0.040
C -1.064182 3.488197 2.518949 0.003 0.036 0.006
C 1.289914 3.205837 1.716995 -0.051 0.019 -0.192
H -1.668037 2.619298 0.207254 0.011 0.054 0.034
H -0.921742 4.536790 2.782967 -0.010 0.001 -0.006
H -0.905752 2.881960 3.411875 -0.006 -0.004 -0.005
H -2.088424 3.351433 2.176942 0.001 0.002 0.002
H 1.738013 3.884040 0.991191 0.042 0.009 0.031
H 1.768790 2.235664 1.616533 0.022 0.002 0.043
H 1.457248 3.581880 2.721486 -0.011 -0.032 0.014
C 3.557485 0.354934 2.439874 -0.100 -0.071 0.021
O 3.675807 1.243078 3.259047 0.021 0.024 -0.048
N 4.578510 -0.296491 1.851479 0.065 0.044 0.027
C 4.368980 -1.345720 0.880788 0.069 0.033 0.027
C 5.936899 0.079280 2.215817 -0.038 0.020 0.021
H 2.566944 -0.004951 2.102595 0.019 -0.025 -0.028
H 4.804685 -2.286288 1.223438 -0.028 -0.019 -0.014
H 4.821683 -1.084250 -0.078143 -0.016 -0.012 -0.016
H 3.299297 -1.491509 0.734308 -0.005 -0.013 0.012
H 6.098609 -0.064849 3.283638 0.012 -0.007 0.000
H 6.115334 1.130049 1.988847 0.013 0.000 -0.006
H 6.637084 -0.536391 1.656680 -0.001 -0.002 0.000
```
Positions in Å, forces in eV/Å.

Molecular formula: C8H20BN2O
Method: DFT, wB97M-V/def2-TZVPD

Summary:
Relative energy (zero: lowest compared OMol25 entry of this formula, charge and spin) ... 6.0 kcal per mole
Spin multiplicity ... 1
Charge ... -1
Molecular weight ... 171.07 g mol⁻¹

The geometry in XYZ format:
```
32
Properties=species:S:1:pos:R:3:forces:R:3
C 0.815149 3.038239 1.249442 -0.171 -0.369 0.449
C 0.284923 2.145602 0.142145 -0.287 -0.223 0.582
O 1.016067 2.021239 -0.816093 1.085 -0.133 -1.376
N -0.881151 1.478333 0.246625 -0.351 1.444 0.386
C -1.700752 1.754574 1.413757 -0.212 -0.708 0.250
B -1.700814 1.261777 -1.087881 -0.942 -0.944 -0.237
C -1.679468 -0.323928 -1.584693 0.481 0.890 0.232
C -0.336629 -1.018618 -1.361774 -0.118 -0.785 -0.431
C -0.411237 -2.364685 -0.624690 -0.004 0.492 0.400
C 0.695159 -2.554173 0.411753 0.095 -0.711 -0.827
C 2.091544 -2.215518 -0.086077 0.632 0.854 0.722
N 2.792477 -1.424638 0.968043 -0.140 -0.253 -0.204
H 1.473444 3.752553 0.794289 0.154 0.434 -0.235
H 1.430266 2.429539 1.902699 0.176 -0.224 0.257
H 0.066723 3.500716 1.875283 -0.062 0.414 -0.001
H -2.109148 0.817626 1.785806 -0.126 -0.259 0.083
H -1.178088 2.204877 2.248732 0.240 -0.086 0.073
H -2.566263 2.368078 1.195565 -0.158 0.333 -0.283
H -1.402471 2.031981 -1.976469 0.440 0.075 0.058
H -2.877977 1.506129 -0.807403 -0.033 0.117 0.111
H -2.475514 -0.880414 -1.100709 -0.230 -0.225 0.215
H -1.907002 -0.311408 -2.644732 -0.219 -0.135 -0.351
H 0.381390 -0.392941 -0.844345 -0.064 0.400 0.139
H 0.096621 -1.221161 -2.337736 0.376 0.106 -0.225
H -1.348235 -2.384371 -0.081230 -0.370 -0.161 0.138
H -0.436013 -3.212512 -1.303354 0.026 -0.145 -0.278
H 0.475704 -1.986632 1.302610 -0.031 0.374 0.272
H 0.702857 -3.601259 0.694451 -0.084 -0.280 0.415
H 2.073124 -1.625699 -0.996355 -0.241 -0.097 -0.353
H 2.691562 -3.097970 -0.269696 0.057 -0.349 -0.085
H 2.234060 -0.583867 1.080769 0.107 0.129 0.103
H 3.689692 -1.111466 0.611270 -0.027 0.027 0.000
```
Positions in Å, forces in eV/Å.

Molecular formula: C8H20BrCl8InNO
Method: DFT, wB97M-V/def2-TZVPD

Summary:
Relative energy (zero: lowest compared OMol25 entry of this formula, charge and spin) ... 0.0 kcal per mole
Spin multiplicity ... 1
Charge ... -1
Molecular weight ... 624.60 g mol⁻¹

The geometry in XYZ format:
```
40
Properties=species:S:1:pos:R:3:forces:R:3
C 0.347148 1.788539 -0.059983 0.110 -0.025 0.103
O -0.822973 1.987088 0.684296 -0.045 0.180 -0.102
C -0.640854 1.892162 2.122593 -0.058 0.112 -0.122
In 0.025915 -0.085324 2.863897 -0.044 0.051 0.106
Br -1.549087 -0.517609 4.949485 0.020 -0.002 0.011
C -0.423600 -1.657222 1.430031 -0.012 -0.104 -0.102
C 0.701242 -1.846102 0.408992 0.092 0.010 0.102
N 0.224597 -2.115611 -0.964422 -0.107 0.029 -0.028
H 1.243520 1.976345 0.542358 -0.007 0.014 -0.008
H 0.408150 0.761946 -0.442715 0.004 -0.005 -0.008
H 0.361070 2.489301 -0.903207 -0.072 -0.060 0.004
H 0.037202 2.702650 2.425470 -0.017 -0.001 0.006
H -1.625349 2.140977 2.526429 0.044 -0.088 0.103
H 1.645247 -0.098597 3.535068 0.076 0.005 0.065
H -1.350375 -1.370201 0.920875 0.015 0.062 0.017
H -0.635950 -2.574949 1.979603 -0.009 -0.064 -0.101
H 1.362323 -0.970072 0.385162 0.000 -0.013 -0.030
H 1.344204 -2.672856 0.727686 -0.026 -0.001 0.021
H -0.766749 -1.911671 -1.010563 0.005 -0.027 0.007
H 0.672182 -1.491800 -1.625772 0.045 -0.106 -0.023
C 1.316877 -2.469837 5.877056 -0.005 0.049 0.023
Cl 1.592130 -3.437532 4.428876 0.013 -0.082 -0.015
Cl 2.495994 -2.840650 7.164713 -0.016 0.007 -0.040
H 1.414300 -1.426016 5.605967 0.015 0.026 -0.003
H 0.326581 -2.682772 6.255255 -0.021 0.016 -0.021
C -3.924961 1.937215 0.195547 0.003 -0.004 -0.072
Cl -4.417960 0.377418 0.863919 -0.003 -0.005 0.034
Cl -4.661433 3.305794 1.057991 0.008 -0.014 0.012
H -2.844374 2.016319 0.273522 -0.002 0.014 0.035
H -4.268457 1.983451 -0.830990 0.018 0.000 0.000
C 2.787101 0.785779 -2.964637 -0.028 0.026 0.001
Cl 2.156332 -0.620406 -3.836290 0.043 -0.028 -0.001
Cl 3.630618 0.336613 -1.480951 -0.015 -0.018 0.016
H 3.487127 1.296396 -3.614122 -0.022 0.021 -0.005
H 1.947225 1.418102 -2.700507 0.013 0.002 -0.002
C -0.383545 0.200657 -7.422173 0.042 -0.018 -0.006
Cl 0.836709 1.236524 -8.184543 -0.004 0.011 0.018
Cl -0.785463 0.712854 -5.784847 -0.038 0.063 0.017
H -1.280951 0.246948 -8.026232 -0.001 -0.027 0.001
H 0.018290 -0.803856 -7.372838 -0.015 -0.005 -0.015
```
Positions in Å, forces in eV/Å.